1.
Molecular formula: C25H19N5O2RbS2
Method: DFT, ωB97M-V/def2-TZVPD

Each line ends with the Löwdin charge.
CARTESIAN COORDINATES (ANGSTROEM)
Rb: 0.46243 -1.62597 -1.86694  0.895
S: -2.67538 -0.31230 -1.98713  0.509
S: 2.67341 -6.62733 -1.67051  0.299
O: -2.40464 -1.73707 -1.92491  -0.422
O: -3.36666 0.16668 -3.17035  -0.329
N: 2.05463 -3.91756 -2.21826  -0.130
N: 1.72992 -0.71291 0.72483  0.083
N: -1.32324 0.39257 -1.65876  -0.270
N: 3.50227 -1.23080 -1.31918  0.088
N: 0.13997 2.12795 -1.61655  0.103
C: -5.15025 0.29532 -0.90881  -0.053
C: 2.64611 -0.30491 3.32969  -0.023
C: 6.20212 -1.71786 -0.80665  -0.017
C: 5.33881 -1.34157 0.23787  -0.148
C: 3.55351 -0.64322 2.31381  -0.149
C: -6.03360 0.53115 0.13670  -0.043
C: 2.29949 -5.03443 -1.98358  -1.050
C: 5.80073 -1.16696 1.58391  -0.033
C: -3.38025 -0.00004 0.67253  -0.050
C: 3.04814 -0.82808 1.00846  -0.131
C: -5.60606 0.50752 1.45827  -0.284
C: 4.95505 -0.81838 2.57262  -0.035
C: -3.81889 0.02354 -0.64222  -0.267
C: -1.86177 4.04060 -1.75387  -0.094
C: 0.91576 -0.37271 1.69868  -0.120
C: -4.26186 0.23928 1.70906  -0.042
C: 5.68940 -1.86753 -2.06610  -0.040
C: 3.98043 -1.14377 -0.07065  -0.148
C: 4.32472 -1.60628 -2.27120  -0.133
C: -6.55787 0.76707 2.58942  -0.061
C: 1.32119 -0.15709 3.02414  -0.048
C: -2.18149 2.70191 -1.79866  -0.026
C: 0.41805 3.42212 -1.57722  -0.178
C: -0.53083 4.42886 -1.63184  -0.110
C: -1.14577 1.74869 -1.70667  -0.411
H: 3.00860 -0.15459 4.34030  0.113
H: -2.65397 4.77787 -1.81781  0.099
H: -2.33748 -0.20251 0.88006  0.094
H: -6.27367 1.65591 3.15513  0.078
H: -6.57564 -0.06985 3.29026  0.078
H: 6.30480 -2.18381 -2.89684  0.104
H: 1.47304 3.67253 -1.50373  0.096
H: -7.07439 0.73958 -0.08321  0.106
H: -3.20760 2.38989 -1.91801  0.091
H: -3.90360 0.21765 2.73187  0.111
H: -7.57204 0.91433 2.22075  0.069
H: 0.59160 0.10595 3.77805  0.102
H: 6.85686 -1.30623 1.78157  0.110
H: -5.48403 0.32346 -1.93621  0.110
H: 5.31294 -0.67019 3.58417  0.109
H: -0.12850 -0.26245 1.42581  0.095
H: 7.25202 -1.89146 -0.60010  0.113
H: -0.23504 5.46816 -1.59185  0.084
H: 3.88852 -1.75076 -3.25012  0.107

Cartesian forces, eV/Å:
0.5 -0.4 0.0
-0.5 0.0 -0.1
-0.1 0.4 0.0
-0.1 -0.1 0.0
0.1 0.0 0.1
0.0 0.0 -0.1
0.4 0.1 0.1
-0.3 0.4 0.0
-0.1 -0.2 -0.1
0.0 -0.1 0.1
0.0 0.0 0.0
0.0 0.0 0.0
-0.1 0.1 0.0
-0.1 -0.1 0.0
0.0 -0.1 -0.3
0.0 0.0 0.0
0.2 -0.6 0.0
0.1 0.0 0.0
0.2 -0.1 0.1
0.0 0.1 0.1
0.1 0.0 -0.1
0.0 0.0 0.0
0.0 0.0 -0.1
0.0 0.0 0.0
0.0 -0.1 -0.1
-0.1 0.0 0.0
0.0 0.0 0.0
0.0 0.1 0.3
0.0 -0.1 0.1
-0.1 0.0 0.1
0.0 0.0 0.0
0.1 0.1 0.0
0.0 0.2 0.0
0.0 0.0 0.0
-0.1 -0.1 0.0
0.0 0.0 0.0
0.0 0.0 0.0
0.0 0.0 0.0
0.0 0.0 0.0
0.0 0.0 0.0
0.0 0.0 0.0
0.0 0.0 0.0
0.0 0.0 0.0
0.0 0.0 0.0
0.0 0.0 0.0
0.0 0.0 0.0
0.0 0.0 0.0
0.0 0.0 0.0
0.0 0.0 0.0
0.0 0.0 0.0
0.0 0.0 0.0
0.0 0.0 0.0
0.0 0.0 0.0
0.0 0.1 -0.1

Summary:
Charge: -1
Orbital gap, eV: 6.4586
Spin multiplicity: 1
HOMO, eV: -4.4
Energy, eV: -60108.8636
LUMO energy, eV: 2.11
Strongest force on any atom, eV/A: 0.7

***

2.
Molecular formula: C25H20Cl2N2O5
Method: DFT, ωB97M-V/def2-TZVPD

Each line ends with the Löwdin charge.
CARTESIAN COORDINATES (ANGSTROEM)
Cl: -4.71007 1.59909 -0.78752  0.795
Cl: -0.33986 4.21282 0.79316  0.707
O: -2.82052 -1.79891 1.25621  -0.021
O: 6.97580 0.03775 -0.37316  -0.127
O: -4.71062 -0.97047 0.36677  0.096
O: -2.44623 -1.04402 -1.95276  0.097
O: -0.24280 -4.03754 0.62834  0.095
N: -1.31679 -2.54440 -0.68578  0.066
N: 4.23838 0.52446 0.26885  -0.092
C: -1.31604 2.79816 0.84236  -0.678
C: -3.27748 1.61116 0.14044  -0.588
C: -2.86939 0.49276 0.87467  -0.134
C: -0.38385 0.83882 -1.81472  0.012
C: -1.67780 0.56846 1.59794  -0.002
C: 3.13418 -0.29818 0.27450  -0.158
C: 6.43839 -0.45331 0.83374  -0.186
C: -0.22086 -2.96110 0.06356  -0.359
C: 5.26278 0.42130 1.28911  -0.130
C: 5.99211 0.07768 -1.37839  -0.181
C: 0.90664 -2.03487 0.13294  -0.075
C: 2.01009 -2.34986 0.90595  0.020
C: 3.10138 -1.49841 0.97701  0.002
C: 0.86023 -0.78634 -0.51966  -0.051
C: 0.64154 1.76284 -1.63081  -0.065
C: -3.12534 -3.12477 0.84158  -0.108
C: -0.29050 -0.41380 -1.24294  -0.064
C: 1.77867 1.41312 -0.94386  -0.017
C: -2.49646 2.76157 0.12342  -0.128
C: -1.43420 -1.33122 -1.34334  -0.360
C: -2.52628 -3.34708 -0.56330  -0.068
C: 4.81017 0.98010 -0.98641  -0.132
C: -3.60288 -0.80247 0.79509  -0.464
C: -0.90160 1.70701 1.59437  -0.091
C: 1.94925 0.11723 -0.42074  -0.074
H: 3.95562 -1.81184 1.55600  0.102
H: -2.81537 3.61230 -0.45676  0.107
H: 2.02128 -3.29530 1.42708  0.125
H: 2.53688 2.15917 -0.76529  0.114
H: 7.24786 -0.42457 1.56458  0.129
H: 4.06765 0.94505 -1.78122  0.119
H: 4.83132 0.04962 2.21738  0.125
H: -1.27474 1.09293 -2.36813  0.129
H: -4.20608 -3.28804 0.83267  0.129
H: 5.61683 -0.93881 -1.57905  0.133
H: -1.36208 -0.29160 2.16669  0.129
H: -2.63949 -3.77223 1.57250  0.127
H: 0.53526 2.76330 -2.02078  0.108
H: 0.01928 1.74896 2.15336  0.112
H: 5.16899 2.00721 -0.85932  0.134
H: -3.21651 -3.00424 -1.33562  0.128
H: 6.10831 -1.49430 0.69623  0.121
H: 5.64096 1.43581 1.46218  0.132
H: -2.27924 -4.39964 -0.70302  0.133
H: 6.48362 0.46356 -2.27261  0.129

Cartesian forces, eV/Å:
-0.3 0.3 -0.3
0.2 0.3 0.0
0.1 0.1 0.3
0.1 0.1 0.0
0.1 -0.2 0.1
0.1 0.1 0.1
0.0 0.0 0.0
-0.1 -0.5 -0.2
0.0 0.3 0.2
-0.2 -0.4 0.1
0.4 -0.2 0.3
0.0 0.2 -0.1
-0.1 -0.6 0.1
-0.1 0.1 0.0
-0.2 -0.4 0.2
-0.2 0.1 0.3
0.0 0.0 0.0
0.3 -0.2 0.0
-0.3 0.2 -0.2
0.6 0.0 0.4
-0.7 -0.1 -0.4
0.3 0.4 -0.1
0.2 0.0 0.0
0.4 0.1 0.0
-0.1 -0.4 -0.2
0.2 0.6 -0.2
-0.2 0.2 -0.1
0.0 0.0 0.0
-0.1 0.1 -0.3
-0.3 0.0 0.1
0.4 -0.2 -0.3
-0.3 0.0 0.0
0.0 0.2 0.0
-0.2 -0.3 0.0
0.1 0.0 0.0
0.0 0.1 -0.1
0.0 -0.1 0.0
0.1 0.1 0.0
-0.1 -0.1 0.0
0.0 0.1 0.0
0.0 0.0 0.0
-0.1 0.0 0.0
0.2 0.0 0.0
0.0 0.1 0.0
0.1 -0.1 0.0
-0.1 0.1 -0.1
0.0 0.1 0.0
0.1 0.0 0.0
-0.1 0.0 -0.1
0.1 -0.1 0.1
0.0 0.1 0.0
0.0 -0.1 0.1
-0.1 0.1 0.0
-0.1 -0.1 0.0

Summary:
SMILES: O=C(OCCN1C(=O)c2cccc3c(N4CCOCC4)ccc(c23)C1=O)c1ccc(Cl)cc1Cl
Charge: 0
Orbital gap, eV: 7.3206
Spin multiplicity: 1
HOMO, eV: -8.1
Energy, eV: -64513.9997
LUMO energy, eV: -0.76
Strongest force on any atom, eV/A: 0.8
Energy relative to the best compared isomer or geometry (same formula, charge and spin), kJ/mol: 6.8

***

3.
Molecular formula: C25H20CrN4O
Method: DFT, ωB97M-V/def2-TZVPD

Each line ends with the Löwdin charge.
CARTESIAN COORDINATES (ANGSTROEM)
Cr: -0.22196 -0.44194 -0.56332  0.937
O: 1.56475 0.04651 -0.71341  -0.134
N: -0.28914 1.61593 -0.85354  -0.038
N: 0.94335 2.25888 -0.92049  0.121
N: -0.41319 -0.65611 1.44640  0.010
N: -2.25688 0.04649 -0.70969  0.028
C: -3.86057 1.79085 -0.98666  0.020
C: -0.44957 -2.44223 -0.46253  -0.186
C: 1.85288 1.33482 -0.83998  -0.373
C: -0.51329 -2.94574 0.84636  -0.190
C: -0.45804 -1.07569 4.15610  -0.025
C: -2.55811 1.35524 -0.86966  -0.185
C: -1.52452 3.73317 -1.11106  0.004
C: -0.48935 -2.14969 3.28468  0.019
C: -0.41595 0.21756 3.65747  -0.030
C: -1.38375 2.26354 -0.94225  -0.237
C: -0.55210 -4.72822 -1.26169  -0.068
C: 5.00982 3.35460 -1.04382  -0.065
C: 4.24822 0.68733 -0.83269  -0.014
C: 5.97122 2.35137 -0.99750  -0.066
C: -0.61756 -5.19639 0.04394  -0.055
C: -0.46658 -1.91482 1.91817  -0.183
C: 3.28480 1.68835 -0.88708  -0.153
C: -0.39858 0.38352 2.28765  -0.077
C: -0.46979 -3.36382 -1.51343  -0.090
C: -4.57605 -0.48127 -0.78029  -0.016
C: -3.24255 -0.85158 -0.66823  -0.063
C: -4.88585 0.85239 -0.93926  -0.017
C: 3.66747 3.02625 -0.98898  -0.022
C: 5.59329 1.02129 -0.89055  -0.062
C: -0.59393 -4.30482 1.11012  -0.017
H: 6.34204 0.24183 -0.85441  0.109
H: -2.93885 -1.88134 -0.54294  0.118
H: -0.54786 4.20586 -1.11337  0.079
H: -0.52819 -3.16215 3.65831  0.116
H: 2.91181 3.79774 -1.03062  0.109
H: -0.68233 -6.25970 0.23306  0.112
H: -0.39120 1.08048 4.30647  0.116
H: 5.30780 4.39102 -1.12629  0.109
H: 7.02120 2.61014 -1.04341  0.110
H: -0.35552 1.36136 1.82566  0.119
H: -5.91571 1.17094 -1.03037  0.124
H: -0.56302 -5.42887 -2.08675  0.110
H: -5.34317 -1.24115 -0.74547  0.121
H: -0.41293 -3.03109 -2.54458  0.104
H: -2.13047 4.15088 -0.30475  0.099
H: 3.93926 -0.34518 -0.75051  0.116
H: -0.46994 -1.24907 5.22422  0.121
H: -0.63838 -4.68570 2.12201  0.109
H: -4.07295 2.84192 -1.11801  0.123
H: -2.03010 3.95631 -2.05304  0.103

Cartesian forces, eV/Å:
0.3 -0.4 -0.2
-0.4 0.5 0.3
0.6 0.0 0.1
-0.7 -0.2 0.0
0.1 0.3 -0.1
0.2 -0.1 0.1
-0.2 -0.1 0.0
-0.2 0.1 -0.3
0.7 -0.4 0.0
0.1 0.4 0.4
0.0 -0.1 0.1
0.2 0.2 -0.1
0.0 0.0 0.0
0.0 0.0 0.0
0.0 0.1 -0.1
-0.5 -0.1 0.0
0.0 0.0 0.0
0.0 0.0 0.0
0.1 0.0 0.0
0.0 0.0 0.0
0.0 0.1 0.1
-0.1 -0.3 -0.3
-0.2 0.1 0.0
0.1 -0.1 0.0
0.0 0.1 0.1
0.1 -0.2 0.0
-0.1 0.2 0.0
-0.1 0.2 0.0
0.1 0.0 0.0
-0.1 0.0 0.0
0.0 -0.2 -0.2
0.0 0.0 0.0
-0.1 0.0 0.0
0.0 0.0 0.0
0.0 0.0 0.0
0.0 0.0 0.0
0.0 0.0 0.0
0.0 0.0 0.0
0.0 0.0 0.0
0.0 0.0 0.0
0.0 0.0 0.1
0.0 0.0 0.0
0.0 0.0 0.0
0.0 0.0 0.0
0.0 0.0 0.0
0.0 0.0 0.0
0.0 0.0 0.0
0.0 0.0 0.0
0.0 0.0 0.0
0.0 0.0 0.0
0.0 0.0 0.0

Summary:
Charge: +1
Orbital gap (alpha / beta), eV: 7.5180 / 7.5695
Spin multiplicity: 2
HOMO (alpha / beta), eV: -11.3 / -11.3
Energy, eV: -62673.3940
LUMO energy (alpha / beta), eV: -3.81 / -3.75
Strongest force on any atom, eV/A: 0.8
<S²>: 0.772
Energy relative to the best compared isomer or geometry (same formula, charge and spin), kJ/mol: 30.0